(1)
Formula: C46H43BrCaN9S2Se
Source: OMol25
Level of theory: ωB97M-V with the def2-TZVPD basis set

HOMO energy (spin up / spin down)	-3.95 / -3.95	eV
LUMO energy (spin up / spin down)	1.646 / 1.647	eV
net charge	-1
frontier orbital gap (spin up / spin down)	5.60 / 5.59	eV
2S+1	1

Each line ends with the Mulliken charge.
Cartesian coordinates (Å):
Ca: 0.16984 0.46888 -1.55905  2.624
C: -1.34780 5.12108 1.89003  -1.416
C: -0.14851 4.22568 1.55416  -0.915
C: -0.09628 2.95670 2.37686  0.927
C: 0.28865 3.05499 3.71296  -0.445
C: 0.37789 1.93817 4.52453  -1.246
C: 0.08825 0.69114 3.99247  -0.509
C: -0.29082 0.55018 2.66573  0.970
C: -0.60796 -0.83001 2.14116  0.620
C: -1.97176 -1.33417 2.62059  -1.552
C: -0.38732 1.68984 1.85706  -0.810
N: -0.78040 1.51083 0.48895  1.259
C: -1.87173 2.09974 0.12149  -0.463
C: -2.43118 1.98985 -1.18799  -0.486
C: -3.54137 2.65830 -1.70396  -1.029
C: -3.73153 2.15631 -2.99685  -0.947
C: -2.72027 1.20955 -3.19169  -0.823
N: -1.91820 1.09781 -2.11085  -0.006
H: -1.32629 6.03675 1.29180  0.420
H: -1.33525 5.40452 2.94646  0.361
H: -2.29650 4.61403 1.69613  0.317
H: 0.76762 4.78886 1.74778  0.562
H: -0.14883 3.99710 0.49058  0.223
H: 0.54271 4.03428 4.11137  0.424
H: 0.68860 2.03503 5.55890  0.406
H: 0.18335 -0.19708 4.61079  0.471
H: 0.17468 -1.51680 2.47113  -0.042
H: -0.61252 -0.83417 1.05414  -0.509
H: -2.00010 -1.38701 3.71314  0.442
H: -2.18658 -2.32681 2.21614  0.424
H: -2.76167 -0.65648 2.28607  0.239
H: -2.43915 2.68364 0.84601  0.523
H: -4.12960 3.41018 -1.19199  0.520
H: -4.50055 2.42958 -3.70493  0.456
H: -2.56697 0.58485 -4.06183  0.530
Br: 2.22245 -6.26819 1.36644  -0.238
C: 2.04321 -4.76416 0.22315  -0.170
C: 1.91762 -3.54758 0.74863  -0.680
C: 1.91957 -2.35786 -0.13915  3.599
C: 1.54842 -2.63734 -1.55139  -0.378
C: 1.79283 -3.96845 -2.03677  -0.959
C: 2.05408 -4.99952 -1.20412  -0.833
N: 1.10527 -1.63006 -2.30262  0.400
C: 0.84801 -1.73124 -3.61451  -0.486
C: 0.42353 -0.62911 -4.43385  0.505
C: 0.05225 -0.88085 -5.77697  -1.201
C: -0.33718 0.15773 -6.58290  -0.343
C: -0.38045 1.45944 -6.06584  -1.239
C: -0.03413 1.62753 -4.74976  -0.378
N: 0.37924 0.63492 -3.94029  -0.017
H: 1.90237 -3.40121 1.81900  0.609
H: 1.41998 -1.50158 0.31184  -2.181
H: 1.71834 -4.18752 -3.09301  0.330
H: 2.20825 -5.99941 -1.58657  0.416
H: 0.96553 -2.67296 -4.13050  0.076
H: 0.08371 -1.89779 -6.14503  0.416
H: -0.62567 -0.03012 -7.61080  0.411
H: -0.69133 2.30347 -6.66563  0.392
H: -0.09751 2.61141 -4.29581  0.712
S: 3.73334 -1.65767 -0.20358  -0.368
C: 4.03791 -1.52952 1.53144  -0.231
C: 4.82911 -2.53029 2.09538  -0.862
C: 5.09117 -2.59915 3.45663  0.555
C: 5.92210 -3.65378 3.98981  -0.108
N: 6.59020 -4.49367 4.40732  -0.596
C: 4.51554 -1.62419 4.28483  0.538
C: 3.73940 -0.62079 3.74631  -0.850
C: 3.47754 -0.50596 2.35409  0.455
S: 2.49636 0.79599 1.81607  0.047
C: 4.71883 -1.65970 5.72252  -0.234
N: 4.86570 -1.67383 6.86350  -0.603
H: 5.25129 -3.28639 1.44595  0.493
H: 3.29518 0.11766 4.39929  0.602
N: 2.38082 1.59199 -1.54537  -0.271
C: 2.53398 3.00032 -1.71981  0.370
C: 2.83642 3.82805 -0.64255  -0.183
C: 2.92785 5.20128 -0.82835  -0.479
C: 2.72515 5.76946 -2.07974  -0.560
C: 2.44668 4.93852 -3.15876  -0.693
C: 2.35679 3.56544 -2.98220  -0.367
H: 2.78636 1.25829 -0.65724  -0.254
H: 2.80461 1.07536 -2.30914  0.265
H: 3.00104 3.39094 0.33784  0.366
H: 3.17145 5.83251 0.01887  0.403
H: 2.79252 6.84295 -2.21614  0.375
H: 2.29688 5.36066 -4.14623  0.385
H: 2.16743 2.91579 -3.82907  0.519
C: -5.55244 -1.17524 2.02690  -0.958
N: -5.26679 -2.42679 1.34395  0.360
C: -5.70018 -3.67760 1.76728  -0.502
C: -5.21762 -4.57565 0.89426  -0.469
N: -4.49602 -3.86517 -0.05782  0.239
C: -3.75048 -4.44631 -1.16370  -0.969
C: -4.51697 -2.53183 0.21074  -0.266
Se: -3.68548 -1.20097 -0.74199  -0.261
H: -6.62934 -1.02010 2.08784  0.354
H: -5.10417 -0.37220 1.44721  0.238
H: -5.12498 -1.18455 3.02779  0.373
H: -6.30499 -3.81095 2.64995  0.459
H: -5.31530 -5.64918 0.86353  0.411
H: -4.14566 -5.43996 -1.36647  0.289
H: -2.68904 -4.50986 -0.92501  0.346
H: -3.86306 -3.80890 -2.03691  0.355


(2)
Formula: C46H44As2CrN6O2S2
Source: OMol25
Level of theory: ωB97M-V with the def2-TZVPD basis set

HOMO energy (spin up / spin down)	-9.84 / -9.83	eV
expectation value of S²	0.7635
LUMO energy (spin up / spin down)	-3.568 / -3.314	eV
net charge	+1
frontier orbital gap (spin up / spin down)	6.27 / 6.51	eV
2S+1	2

Each line ends with the Löwdin spin population.
Cartesian coordinates (Å):
Cr: -0.09782 1.02280 0.40183  0.999
C: -0.31196 3.45463 -3.23247  -0.001
C: -0.72033 2.82395 -1.93046  0.000
N: 0.14971 2.07744 -1.28245  -0.004
N: 1.31455 1.86349 -1.92824  0.002
C: 2.30738 1.37330 -1.28990  0.010
S: 2.26156 0.96047 0.38673  -0.008
S: 3.80830 1.17059 -2.18887  0.002
C: 4.73971 2.55146 -1.39080  0.001
C: 4.39508 3.84760 -2.05021  0.000
C: 5.25327 4.43284 -2.97523  0.000
C: 4.90417 5.61090 -3.61249  0.000
C: 3.69128 6.21992 -3.33803  0.000
C: 2.82730 5.64292 -2.42357  0.000
C: 3.17760 4.46590 -1.78909  0.000
C: -2.07240 2.98491 -1.47853  0.004
C: -2.90342 3.88577 -2.17642  0.001
C: -4.24119 4.00768 -1.91730  0.004
C: -4.82355 3.21503 -0.92950  0.000
C: -4.05994 2.31867 -0.23032  0.004
C: -2.67041 2.18634 -0.44663  -0.002
O: -2.01495 1.34080 0.28332  0.008
H: 0.69392 3.13921 -3.49360  0.000
H: -0.31747 4.53906 -3.15567  0.000
H: -0.99784 3.16075 -4.02534  0.000
H: 5.78813 2.29604 -1.52345  0.000
H: 4.47528 2.52393 -0.33358  0.001
H: 6.19661 3.95811 -3.20095  0.000
H: 5.57175 6.05381 -4.33668  0.000
H: 3.41525 7.13506 -3.83975  0.000
H: 1.87589 6.11133 -2.21565  0.000
H: 2.49150 3.99977 -1.09699  0.000
H: -2.47610 4.50773 -2.94288  0.000
H: -4.84256 4.69506 -2.48954  0.000
H: -5.87718 3.30592 -0.71988  0.000
H: -4.50181 1.69001 0.52756  0.000
C: 1.83332 -12.51563 -1.10956  0.000
O: 1.47705 -11.48465 -2.00391  0.000
C: 1.36795 -10.22665 -1.53647  0.000
C: 1.64926 -9.83621 -0.22613  0.000
C: 1.49416 -8.51880 0.15640  0.000
C: 1.04534 -7.56272 -0.75026  0.000
C: 0.77871 -7.95708 -2.07218  0.000
C: 0.93846 -9.26217 -2.45932  0.000
C: 0.80597 -6.18420 -0.40636  0.000
N: 0.24049 -5.35279 -1.25435  0.000
C: 0.18351 -4.16154 -0.63029  0.000
C: 0.72239 -4.24832 0.66085  -0.001
N: 1.10425 -5.55872 0.78149  0.000
C: 0.76245 -3.13229 1.53424  0.000
C: 1.19053 -3.15715 2.86860  -0.001
C: 1.16536 -1.98244 3.58714  0.000
C: 0.70303 -0.81184 2.99076  -0.001
N: 0.26065 -0.75138 1.74162  -0.002
C: 0.30192 -1.88883 1.00716  0.000
C: -0.16343 -1.79532 -0.34138  0.002
N: -0.48301 -0.56535 -0.79194  -0.006
C: -1.02546 -0.47076 -1.99740  0.005
C: -1.22889 -1.55111 -2.84796  -0.001
C: -0.83435 -2.80525 -2.44075  0.006
C: -0.29169 -2.93793 -1.16118  0.000
H: 1.80091 -13.43731 -1.68683  0.000
H: 1.12249 -12.58102 -0.28056  0.000
H: 2.84393 -12.37490 -0.71330  0.000
H: 1.99042 -10.55291 0.50344  0.000
H: 1.71789 -8.24745 1.17815  0.000
H: 0.44390 -7.21094 -2.77476  0.000
H: 0.73421 -9.57851 -3.47091  0.000
H: 1.57791 -5.98218 1.56037  0.000
H: 1.52427 -4.07990 3.31863  0.000
H: 1.49183 -1.95977 4.61288  0.000
H: 0.69030 0.11232 3.56128  0.000
H: -1.31734 0.51438 -2.32945  0.000
H: -1.66153 -1.38324 -3.82159  0.000
H: -0.93275 -3.67945 -3.06129  0.000
C: -1.92769 1.73033 5.20952  -0.001
As: -1.87717 1.32163 3.26357  -0.003
C: -3.36253 0.03205 3.25472  -0.001
C: -2.69921 3.00088 2.70915  -0.001
C: -4.00078 3.37596 3.00326  0.000
C: -4.52478 4.56359 2.52081  0.000
C: -3.74346 5.38454 1.72668  0.000
C: -2.42942 5.03701 1.45388  -0.001
C: -1.89089 3.85611 1.95660  -0.002
As: -0.07296 3.25187 1.56861  -0.009
C: 0.66258 4.88245 0.76312  -0.002
C: 0.81485 3.51897 3.31130  -0.001
H: -2.94963 1.84851 5.56269  0.000
H: -1.38462 2.65492 5.39948  0.000
H: -1.45301 0.93008 5.77790  0.000
H: -4.29026 0.47280 3.61897  0.000
H: -3.08594 -0.80799 3.89684  0.000
H: -3.50640 -0.34160 2.24192  0.000
H: -4.62396 2.72750 3.60839  0.000
H: -5.54332 4.84290 2.75136  0.000
H: -4.15849 6.29288 1.31356  0.000
H: -1.83202 5.69546 0.83239  0.000
H: 0.38219 5.75719 1.36022  0.000
H: 0.31050 5.01224 -0.26198  0.000
H: 1.75338 4.80857 0.75649  0.000
H: 0.36636 4.36413 3.84529  0.000
H: 1.86452 3.74716 3.10629  0.000
H: 0.76848 2.62661 3.93908  0.000